[1]
The following is a quantum chemistry calculation of a structure of composition C33H43N6PbSbSi3, from the Open Molecules 2025 dataset.

Geometry as XYZ:
```
87
Properties=species:S:1:pos:R:3:forces:R:3
Pb 0.08186 -0.24822 -0.79642 -0.023 0.059 -0.101
C -0.02879 3.20949 3.18759 -0.060 -0.072 -0.060
Sb 0.61470 1.62913 1.96085 0.102 -0.068 0.134
C -0.76819 0.13510 1.33293 0.111 0.220 0.013
C -0.60280 -0.71639 2.53066 -0.118 -0.159 -0.121
C -1.05963 -2.02100 2.69860 0.019 0.038 0.000
C -0.98978 -2.59296 3.95437 -0.011 -0.006 0.030
C -0.48157 -1.86062 5.02298 0.009 0.017 -0.035
C 0.01202 -0.60012 4.77337 0.071 0.023 0.046
N -0.02039 -0.05622 3.55053 0.175 0.027 -0.083
Si -2.61555 0.67602 1.16533 0.004 -0.025 -0.038
C -3.61217 -0.89208 1.01554 0.011 -0.038 -0.020
C -3.16784 1.62957 2.67525 0.012 0.005 0.015
C -2.86471 1.65987 -0.40686 0.040 -0.038 0.006
C 2.77462 1.52716 1.64912 -0.108 -0.204 -0.026
C 3.13397 0.31267 0.81885 -0.025 0.130 0.099
C 4.45733 0.16803 0.38730 0.013 -0.082 0.061
C 4.86556 -0.99383 -0.23068 -0.012 -0.032 0.009
C 3.95187 -2.02758 -0.40863 -0.002 0.024 0.000
C 2.65440 -1.79832 -0.02414 0.015 0.025 -0.024
N 2.23643 -0.64718 0.54543 -0.059 -0.020 0.005
Si 3.42933 3.15661 0.71060 -0.057 0.013 0.045
C 5.17520 3.59735 1.20590 0.040 0.041 0.021
C 2.45702 4.69528 1.12896 -0.023 -0.089 0.097
C 3.44285 2.74161 -1.11183 -0.002 0.108 -0.011
Si 3.73095 1.29660 3.36846 -0.045 0.019 -0.097
C 3.38965 2.81821 4.38608 -0.043 -0.003 0.020
C 3.17016 -0.27027 4.21603 -0.061 -0.021 -0.005
C 5.56226 1.01379 3.16298 0.110 0.054 -0.103
H -1.05033 3.44197 2.89680 -0.011 0.044 -0.002
H 0.61500 4.06958 3.06208 0.076 0.118 -0.017
H -0.00980 2.85077 4.21356 -0.016 0.009 0.021
H -1.47587 -2.55569 1.85788 -0.001 -0.008 -0.012
H -1.34644 -3.60209 4.11113 -0.003 -0.017 0.006
H -0.45082 -2.26619 6.02234 0.003 -0.012 0.032
H 0.44471 -0.00117 5.56113 0.034 0.034 0.029
H -3.64095 -1.46701 1.93989 -0.013 -0.018 0.032
H -3.25959 -1.53992 0.21111 0.001 -0.026 -0.021
H -4.63876 -0.60629 0.77684 -0.038 0.002 0.000
H -2.50558 1.48169 3.53114 -0.006 -0.007 0.029
H -4.15648 1.28306 2.98059 -0.034 0.014 -0.003
H -3.25418 2.69989 2.48184 0.026 0.029 0.007
H -2.27460 1.31877 -1.26432 -0.010 0.010 -0.050
H -2.68410 2.72660 -0.28619 0.005 -0.005 0.016
H -3.90797 1.55947 -0.71112 -0.055 0.004 0.012
H 5.16473 0.96436 0.55921 0.030 -0.014 0.021
H 5.88984 -1.10191 -0.56000 0.028 -0.004 -0.007
H 4.23505 -2.96791 -0.85603 0.007 -0.030 -0.013
H 1.89052 -2.55284 -0.17880 -0.025 -0.036 -0.006
H 5.41862 3.45297 2.25441 -0.060 0.164 -0.034
H 5.29267 4.66419 1.00541 -0.002 0.039 -0.104
H 5.92006 3.07754 0.60320 0.070 -0.031 0.036
H 2.61612 4.98572 2.16938 0.010 0.004 0.038
H 1.39236 4.70976 0.92237 -0.099 0.007 0.047
H 2.89824 5.48278 0.51303 0.001 0.035 -0.020
H 4.37601 2.24538 -1.38071 -0.016 0.011 -0.019
H 3.39332 3.66203 -1.69554 -0.038 0.078 -0.027
H 2.62706 2.09881 -1.43568 -0.136 -0.042 -0.043
H 2.32959 3.06320 4.46017 -0.017 0.004 0.031
H 3.90783 3.69510 3.99902 0.004 0.058 -0.019
H 3.74886 2.65414 5.40334 0.034 -0.006 0.038
H 2.57922 -0.06107 5.10356 -0.064 -0.023 0.056
H 4.05894 -0.80868 4.54751 0.022 -0.006 0.019
H 2.60831 -0.94466 3.57162 -0.065 -0.062 -0.038
H 6.13516 1.74264 2.59741 0.009 -0.148 0.062
H 5.75662 0.02221 2.75588 0.011 -0.056 0.018
H 5.95704 1.01225 4.18329 -0.002 0.002 0.052
N -0.92381 -2.54203 -0.97678 -0.006 -0.121 0.166
C -1.52867 -3.44481 -1.35980 -0.069 -0.092 -0.096
C -2.28490 -4.55699 -1.84491 0.100 0.160 0.067
C -2.22313 -4.87880 -3.20183 -0.004 -0.041 -0.028
C -2.96305 -5.95003 -3.66635 0.001 0.016 0.020
C -3.75124 -6.68209 -2.78671 0.003 0.004 0.004
C -3.80825 -6.35489 -1.43705 0.017 0.023 -0.013
C -3.07477 -5.28723 -0.95549 -0.025 -0.046 -0.004
H -1.60553 -4.29898 -3.87328 0.008 0.009 -0.013
H -2.92702 -6.21471 -4.71310 -0.002 -0.005 -0.020
H -4.32879 -7.51744 -3.15706 -0.010 -0.021 -0.010
H -4.42468 -6.93230 -0.76377 -0.017 -0.015 0.015
H -3.10957 -5.01982 0.09120 -0.001 0.011 0.027
N 0.22569 2.43683 -0.00042 0.219 0.089 -0.253
C -0.06484 3.44436 -0.56147 0.013 -0.028 0.098
C -0.39291 4.56470 -1.22280 -0.010 -0.042 0.168
C -1.77387 4.89569 -1.36090 0.202 0.078 -0.140
N -2.88924 5.13822 -1.48126 -0.197 0.005 0.063
C 0.65762 5.39498 -1.71335 -0.139 -0.108 -0.132
N 1.52670 6.02854 -2.11489 0.181 0.066 0.036
```
Positions in Å, forces in eV/Å.

Computed properties:
- Energy relative to the best compared isomer or geometry (same formula, charge and spin): 0.0 kJ/mol
- Charge: +2
- DFT total energy: -79264.31224 eV
- HOMO energy: -13.79 eV



[2]
The following is a quantum chemistry calculation of a structure of composition C26H32N3NiPS4, from the Open Molecules 2025 dataset.

Geometry as XYZ:
```
67
Properties=species:S:1:pos:R:3:forces:R:3
Ni 0.07707 0.20758 -0.46064 0.589 0.261 0.630
S -1.44291 0.39105 -1.92039 -1.562 -0.268 -0.526
C -0.73613 0.15794 -3.47979 -1.544 -0.642 0.434
C -1.22325 -0.79576 -4.45375 -0.761 -0.832 1.754
C -0.55504 -0.59071 -5.59992 0.467 0.041 -2.889
C 1.03246 1.38534 -6.22282 -0.061 0.608 0.564
C 1.37558 2.45661 -5.38363 -0.036 -0.914 -0.383
C 0.85333 2.18762 -4.07180 -0.277 -0.147 -0.770
S 2.50343 2.47464 -1.61334 0.306 1.915 -0.322
H -1.98383 -1.57309 -4.18073 0.981 0.845 -0.587
H -0.64822 -1.04423 -6.59555 -0.057 -0.063 0.626
H 1.18539 1.14106 -7.25330 0.345 0.321 -0.398
H 1.99995 3.28573 -5.70654 -0.198 -0.124 0.358
C 4.60894 -3.67207 -2.92335 -0.113 0.480 -1.837
C 3.64089 -3.27465 -1.87254 0.773 0.955 0.864
C 3.09407 -4.19789 -1.03304 -1.559 -2.578 0.016
C 2.13128 -3.76016 -0.12142 0.880 1.938 -0.242
N 1.94186 -2.44775 0.03846 -0.894 -2.191 1.136
C 2.60397 -1.59889 -0.76084 -2.689 1.418 1.675
S 2.16666 0.09927 -0.67048 2.445 -1.825 0.213
N 3.40060 -1.98033 -1.69131 2.541 -0.903 -2.658
H 5.24083 -4.51584 -2.66945 -0.202 -0.339 0.116
H 5.27464 -2.84203 -3.18781 -0.242 0.001 0.234
H 4.03203 -3.87620 -3.86792 0.580 -0.115 0.733
H 3.16164 -5.28235 -1.25994 0.280 0.697 0.295
H 1.54430 -4.40897 0.51417 0.001 -0.254 0.031
S 0.90122 3.19866 -2.67214 -0.118 1.232 0.037
C 0.12551 0.97950 -4.14912 2.259 1.055 -2.172
N 0.29472 0.51033 -5.49059 -1.310 -0.604 2.797
C 1.65141 0.73355 3.17848 0.219 -0.770 0.359
C 0.28178 -0.00186 3.11256 -0.482 0.790 0.655
C 0.50057 -1.54069 3.05699 0.152 0.627 0.558
C -0.53778 0.24768 4.45046 -0.900 0.256 -0.173
P -0.57085 0.68699 1.53470 -0.345 -0.207 0.377
C -2.15091 -0.20333 1.67893 -0.289 -0.926 -0.435
C -3.34529 0.36574 2.05786 -1.048 -0.500 0.413
C -4.56847 -0.33853 2.07126 -0.166 0.534 -0.543
C -4.61076 -1.64566 1.60632 0.682 -0.374 0.807
C -3.38440 -2.26817 1.31426 0.371 -0.802 -0.511
C -2.18936 -1.56278 1.25699 -1.502 1.262 0.981
C -1.00005 2.54713 1.72604 0.872 -0.255 -0.869
C -1.31512 3.12784 3.07312 0.228 0.390 1.544
C 0.23572 3.34533 1.22651 1.005 -0.099 0.755
C -2.15476 2.80895 0.71696 -1.567 -0.239 0.675
H 2.14451 0.31044 4.05813 0.159 0.364 0.343
H 1.56655 1.82066 3.26186 -0.130 -0.233 0.219
H 2.36467 0.53120 2.36121 -0.765 -0.087 -0.177
H 1.12665 -1.84786 3.94373 -0.486 0.393 -0.696
H 1.06400 -1.75537 2.15634 -0.142 -0.511 -0.339
H -0.46169 -2.08958 3.14187 0.622 0.296 -0.300
H -0.18871 -0.47397 5.20327 0.013 0.112 -0.118
H -1.67522 0.07905 4.36436 1.689 0.152 -0.205
H -0.41421 1.25413 4.90801 0.058 -0.516 -0.532
H -3.36291 1.40324 2.30668 -0.084 0.383 0.402
H -5.49090 0.20054 2.36942 0.636 -0.439 -0.269
H -5.52621 -2.23324 1.56652 0.079 0.230 0.069
H -3.29510 -3.36073 1.09818 -0.515 1.008 -0.078
H -1.32789 -2.03219 0.88081 1.114 -0.493 -0.313
H -0.42679 3.20174 3.76829 -0.700 -0.020 -0.931
H -2.06829 2.60668 3.65480 -0.309 -0.274 -0.029
H -1.70542 4.13970 2.89283 0.215 -0.034 0.221
H 1.20187 3.04997 1.71546 -0.894 0.016 -0.432
H 0.16222 4.42642 1.44305 -0.455 -0.285 -0.040
H 0.39610 3.23917 0.17176 0.136 -0.240 -0.597
H -2.66470 1.92412 0.29410 0.742 0.209 0.059
H -1.85133 3.40023 -0.13801 0.155 0.243 0.011
H -3.00992 3.28904 1.27535 0.811 0.070 -0.592
```
Positions in Å, forces in eV/Å.

Computed properties:
- Charge: -2
- DFT total energy: -125622.65374 eV
- Spin multiplicity: 3
- HOMO energy (alpha / beta): 0.83 / 0.82 eV



[3]
The following is a quantum chemistry calculation of an isolated molecule of C3H6ClPS, from the Open Molecules 2025 dataset.

Geometry as XYZ:
```
12
Properties=species:S:1:pos:R:3:forces:R:3
C -0.43494 -0.34822 2.01695 -0.614 -0.531 0.114
C 0.17556 0.41154 1.15587 1.077 1.048 -2.326
P 0.66035 -0.33857 -0.42076 -0.743 -0.878 -0.554
C -0.51784 0.39675 -1.70868 2.140 1.084 1.010
S 0.68175 -2.28182 -0.42437 -0.260 0.349 -0.138
Cl 2.56478 0.33285 -0.64112 -0.066 0.593 -0.265
H -0.73157 0.10135 2.95008 -0.348 -0.521 0.338
H -0.64680 -1.36968 1.63415 0.090 0.495 1.126
H 0.42407 1.47836 1.14281 -0.192 -0.300 0.789
H -0.77984 1.42040 -1.38960 -0.054 -0.451 -0.066
H -0.06139 0.47434 -2.70391 -0.233 -0.457 0.297
H -1.33413 -0.27730 -1.61140 -0.795 -0.431 -0.325
```
Positions in Å, forces in eV/Å.

Computed properties:
- Energy relative to the best compared isomer or geometry (same formula, charge and spin): 0.0 kJ/mol
- Charge: 0
- DFT total energy: -35855.25803 eV
- HOMO energy: -8.87 eV



[4]
The following is a quantum chemistry calculation of a structure of composition C34H46F2N4OS4Sc, from the Open Molecules 2025 dataset.

Geometry as XYZ:
```
92
Properties=species:S:1:pos:R:3:forces:R:3
Sc -0.73575 -0.87949 0.02826 0.432 -0.689 0.388
C 2.80990 -4.16503 3.20166 0.010 0.014 0.001
C 2.30472 -2.82820 2.68407 -0.052 -0.065 -0.020
S 1.87052 -1.65304 3.90167 -0.039 0.046 0.082
C 2.22155 -2.66094 1.34530 0.085 -0.017 -0.041
C 2.62852 -3.77163 0.39785 0.001 0.000 0.009
S 1.81717 -1.13890 0.52117 -0.093 -0.014 0.064
H 2.92904 -4.11921 4.28143 -0.001 0.006 0.002
H 3.77223 -4.43371 2.75378 0.003 -0.009 -0.003
H 2.11269 -4.98053 2.97072 -0.016 0.010 0.007
H 3.71858 -3.82725 0.28160 -0.008 0.021 -0.019
H 2.20225 -3.59805 -0.59034 -0.016 -0.002 -0.009
H 2.29887 -4.75785 0.74135 -0.007 0.004 0.017
C -3.37968 1.91167 3.94516 -0.028 0.029 -0.010
N -2.61508 0.69436 4.14877 0.012 -0.052 -0.013
C -1.64965 0.51079 5.12546 -0.017 0.028 0.008
C -1.05021 -0.67120 4.87730 0.038 -0.044 -0.038
N -1.67636 -1.20790 3.77057 -0.009 0.047 -0.027
C -2.61572 -0.36034 3.32504 0.040 -0.054 0.048
S -3.84256 -0.61614 2.11355 -0.049 -0.013 -0.006
C -1.36645 -2.53294 3.29731 0.013 -0.083 0.017
C -1.64709 -3.57827 4.15996 0.008 0.009 0.017
C -1.30043 -4.85286 3.74611 0.006 -0.007 -0.021
C -0.71605 -5.00802 2.50281 0.014 0.016 0.023
C -0.49888 -3.88439 1.71421 0.023 -0.019 0.008
N -0.82462 -2.65327 2.10628 -0.012 0.095 -0.007
H -3.28368 2.52567 4.83736 0.005 -0.004 0.000
H -4.42824 1.67952 3.77729 0.006 -0.001 0.008
H -2.98814 2.44936 3.08395 0.003 0.018 -0.046
H -1.46724 1.25246 5.88141 0.009 -0.010 0.008
H -0.20361 -1.18575 5.30854 0.010 0.019 0.001
H -2.10068 -3.38595 5.12226 0.000 -0.002 0.000
H -1.48572 -5.70674 4.38510 -0.003 0.007 0.005
H -0.42802 -5.98389 2.13711 0.006 0.004 -0.015
H -0.08235 -3.95513 0.72172 0.002 -0.018 -0.019
C 1.51754 2.14425 0.86648 0.047 -0.075 -0.108
S 0.74851 1.15769 2.14882 0.046 0.090 0.272
C 0.19360 2.61365 3.06768 -0.035 -0.015 0.000
O -0.59853 0.62724 1.63562 -0.032 0.085 -0.159
H 2.44016 2.51568 1.31636 0.017 -0.009 0.010
H 0.87637 2.96146 0.54325 -0.032 -0.006 0.001
H 1.76681 1.47718 0.04438 -0.028 0.059 0.002
H 1.07165 3.19666 3.34409 0.016 0.002 0.002
H -0.30248 2.26737 3.97038 -0.004 0.023 -0.009
H -0.47798 3.20462 2.44289 -0.012 -0.015 -0.015
F -0.91772 -2.63954 -0.74069 -0.168 0.311 -0.072
C -2.93273 -1.29175 0.75943 0.145 0.158 -0.142
F -2.98733 -0.35785 -0.37203 -0.347 -0.061 -0.032
H -3.45284 -2.17800 0.40359 -0.021 0.024 -0.014
C -3.18362 3.99291 0.57205 -0.020 0.057 -0.036
C -1.97274 3.65716 -0.26176 0.012 -0.065 -0.015
C -1.16731 4.67988 -0.76679 0.010 0.005 -0.047
C -0.13770 4.34666 -1.63542 -0.017 0.022 0.054
C 0.71266 5.42306 -2.26371 -0.010 -0.013 -0.001
C 0.11653 3.01712 -1.94626 0.034 0.054 0.023
C -0.61373 1.93865 -1.39045 0.005 -0.078 -0.123
C -1.69853 2.33929 -0.57000 -0.078 0.031 0.122
N -0.34066 0.59546 -1.56562 0.104 0.248 -0.224
C 0.44377 0.22413 -2.77544 -0.014 -0.004 0.004
C 0.32133 -1.29514 -2.98616 -0.025 0.010 0.045
C 1.05048 -1.77695 -4.24265 0.012 0.004 0.004
C 2.53816 -1.44795 -4.11299 0.004 0.004 -0.013
C 2.69349 0.06251 -3.93561 0.040 0.001 0.024
C 2.10858 0.78695 -5.15154 -0.025 0.013 0.011
C 0.62637 0.42743 -5.30327 0.004 -0.016 0.014
C 0.48523 -1.08453 -5.48154 0.009 0.012 -0.015
C -0.13894 0.86975 -4.05171 -0.040 -0.016 -0.048
C 1.96010 0.50265 -2.66196 0.078 0.004 -0.013
H -2.91754 4.58119 1.45562 0.003 -0.028 0.024
H -3.70480 3.08854 0.88753 0.023 -0.025 0.044
H -3.89344 4.59142 -0.00537 0.010 0.013 0.021
H -1.37228 5.71882 -0.52781 -0.010 0.001 0.004
H 0.59313 6.37448 -1.74371 -0.001 0.002 0.002
H 0.43530 5.57721 -3.30969 0.003 0.003 -0.003
H 1.77025 5.15375 -2.24396 0.004 0.002 -0.003
H 0.94200 2.83104 -2.61241 -0.025 0.050 0.060
H -2.36070 1.58752 -0.17201 0.052 -0.007 -0.014
H -0.73770 -1.55774 -3.03388 -0.044 -0.038 -0.013
H 0.74680 -1.81333 -2.12656 -0.017 -0.006 0.044
H 0.92036 -2.86019 -4.32966 -0.014 0.002 0.008
H 3.08186 -1.78726 -5.00295 0.005 0.000 -0.001
H 2.95919 -1.96350 -3.24495 0.003 -0.010 -0.003
H 3.75563 0.31054 -3.83634 -0.002 0.006 -0.003
H 2.65642 0.50749 -6.05891 0.005 -0.006 -0.003
H 2.21692 1.87056 -5.02661 0.001 0.004 -0.005
H 0.21276 0.94365 -6.17662 -0.001 -0.001 0.000
H 1.02087 -1.41513 -6.37958 -0.003 -0.002 -0.004
H -0.56979 -1.34606 -5.61192 -0.005 -0.002 0.004
H -1.18872 0.56425 -4.12378 -0.007 0.001 -0.002
H -0.13425 1.95749 -3.99802 -0.027 -0.078 -0.055
H 2.17479 1.55526 -2.48099 0.031 -0.023 0.019
H 2.34458 -0.05491 -1.80267 -0.036 0.023 -0.043
```
Positions in Å, forces in eV/Å.

Computed properties:
- Energy relative to the best compared isomer or geometry (same formula, charge and spin): 48.6 kJ/mol
- Charge: -1
- DFT total energy: -113494.01146 eV
- HOMO energy: -2.84 eV